Entry 1:
Formula: C20H24Br15F3NO2
Source: the Open Molecules 2025 dataset
Level of theory: ωB97M-V/def2-TZVPD

Results
Net charge: +1
Frontier orbital gap, eV: 7.73
Multiplicity: 1
HOMO, Ha: -0.42237

Structure (XYZ):
```
65
C20H24Br15F3NO2 (ωB97M-V/def2-TZVPD)
C -2.40397 3.46050 2.54916
C -2.40852 2.70769 3.90124
C -1.21610 1.74137 4.04366
C -1.54295 0.25271 3.71906
C -2.15616 0.28487 2.34893
C -3.55572 0.27125 2.24175
C -4.16108 0.32553 1.01518
N -3.40036 0.43759 -0.08316
C -2.06226 0.46955 -0.04105
C -1.31940 0.64376 -1.33878
C -0.92357 2.12662 -1.39448
O 0.15583 2.50447 -1.70398
O -1.94186 2.94092 -1.02754
C -1.38250 0.36415 1.17473
C 0.13242 0.35001 1.17946
C 0.61450 -1.06456 0.70263
C 1.91526 -1.02072 -0.01988
F 3.00288 -1.35474 0.72322
C 2.11587 -0.68885 -1.31044
F 1.45459 -1.25964 -2.31176
F 2.97771 0.19986 -1.74279
H -2.57741 4.52104 2.71907
H -3.18851 3.11680 1.86985
H -1.45047 3.34343 2.02030
H -2.34812 3.45345 4.69148
H -3.37480 2.22125 4.03464
H -0.49074 2.03139 3.28272
H -0.79139 1.83640 5.03966
H -0.61077 -0.32703 3.73716
H -2.24707 -0.15923 4.44169
H -4.13551 0.20447 3.14855
H -5.23813 0.30122 0.95209
H -3.85697 0.51277 -0.98448
H -2.01341 0.49210 -2.16286
H -0.45412 0.00373 -1.40953
H -1.64554 3.56958 -0.34803
H 0.51447 0.51587 2.18175
H 0.51295 1.12820 0.52076
H 0.75623 -1.67994 1.58423
H -0.16086 -1.49010 0.06375
C 2.29171 -2.46465 4.15625
Br 2.93791 -3.73888 5.43520
Br 0.36111 -2.31965 4.20023
Br 3.10920 -0.73699 4.37214
H 2.56122 -2.82598 3.17274
C -1.70829 -2.14037 -3.93488
Br -2.06414 -0.79909 -5.26765
Br -2.95101 -2.00279 -2.45504
Br -1.67244 -3.90570 -4.66657
H -0.72193 -1.94050 -3.53684
C 2.65483 -3.45346 -5.51805
Br 2.31393 -4.71150 -4.09642
Br 3.22419 -4.33556 -7.12729
Br 1.13792 -2.30609 -5.82463
H 3.47198 -2.82279 -5.19441
C 6.21626 -5.13737 -4.71975
Br 7.18044 -5.83481 -6.22857
Br 6.32296 -6.30810 -3.19611
Br 6.76470 -3.34122 -4.28628
H 5.17462 -5.08797 -5.00468
C 0.49351 5.73403 0.23469
Br 0.85037 4.49077 1.66904
Br -1.38404 6.15653 0.12175
Br 1.57832 7.30810 0.37465
H 0.76218 5.23631 -0.68750
```

***

Entry 2:
Formula: C3H3EuLiO2
Source: the Open Molecules 2025 dataset
Level of theory: ωB97M-V/def2-TZVPD

Results
ΔE to the lowest compared entry with this formula, charge and spin, kJ/mol: 147.3
Net charge: +1
Expectation value of S²: 20.02
Frontier orbital gap (spin up / spin down), eV: 5.48 / 7.14
Multiplicity: 9
HOMO (spin up / spin down), Ha: -0.35121 / -0.42369

Structure (XYZ):
```
10
C3H3EuLiO2 (ωB97M-V/def2-TZVPD)
H 1.55189 1.44760 1.15820
O -0.21525 -1.23128 -0.41175
C -0.25962 -0.33152 0.56072
C -0.64814 0.95925 0.43829
C 1.14956 0.84732 0.31215
O 1.89439 0.48074 -0.58787
Li 1.36979 -0.97184 -1.41838
Eu -2.00062 -2.65236 -1.37998
H -1.54773 1.28961 -0.08057
H -1.29427 0.16248 1.40919
```

***

Entry 3:
Formula: C6H12O
Source: the Open Molecules 2025 dataset
Level of theory: ωB97M-V/def2-TZVPD

Results
ΔE to the lowest compared entry with this formula, charge and spin, kJ/mol: 136.7
Frontier orbital gap, eV: 10.28
Multiplicity: 1
HOMO, Ha: -0.34128

Structure (XYZ):
```
19
C6H12O (ωB97M-V/def2-TZVPD)
C 2.57560 0.20366 0.16784
C 1.78999 1.44782 0.47687
O 0.76923 1.47928 1.12180
C -0.91008 -1.35031 0.40237
C -1.57528 -0.89276 1.45700
C -0.87564 -0.73158 -0.96740
C -1.69831 0.53874 -1.12530
H 1.95905 -0.67962 0.34595
H 3.45912 0.15376 0.81675
H 2.93256 0.22558 -0.86727
H 0.17634 -0.51881 -1.21987
H 2.22127 2.39193 0.08776
H -0.32781 -2.26544 0.51279
H -2.16594 0.01659 1.41100
H -1.53702 -1.39220 2.42089
H -1.19269 -1.47684 -1.71109
H -1.62695 0.93284 -2.14418
H -2.75479 0.34570 -0.91369
H -1.35498 1.31539 -0.43453
```

***

Entry 4:
Formula: C30H72BrO2P2
Source: the Open Molecules 2025 dataset
Level of theory: ωB97M-V/def2-TZVPD

Results
Net charge: -1
Frontier orbital gap, eV: 6.99
Multiplicity: 1
HOMO, Ha: -0.16421

Structure (XYZ):
```
107
C30H72BrO2P2 (ωB97M-V/def2-TZVPD)
C 0.32852 4.87567 -0.02250
C -0.18586 3.60866 0.68543
P -0.51980 2.17356 -0.46630
C -2.16813 1.56391 0.17026
C -3.30291 1.55959 -0.87069
P 0.78023 0.58471 0.50360
Br 2.00054 -1.31799 1.74949
O 2.16241 1.57715 0.59039
C 2.82325 1.76758 -0.62469
C 2.31559 0.69122 -1.61749
O 1.35676 -0.07701 -0.95656
H 1.37771 5.06445 0.21188
H -0.23417 5.76360 0.27414
H 0.24815 4.78497 -1.10751
H 0.54877 3.27219 1.41915
H -1.10242 3.82455 1.23676
H -2.45793 2.17352 1.02793
H -2.02339 0.55069 0.55502
H -3.47409 0.55764 -1.26935
H -3.06813 2.20704 -1.71685
H -4.24734 1.90255 -0.44005
H 0.46505 1.01854 1.82060
H -0.25445 -0.37217 0.44173
H 3.90201 1.68400 -0.45958
H 2.61595 2.77223 -1.01443
H 1.86683 1.16924 -2.49655
H 3.13146 0.04188 -1.94906
C -1.80683 -2.54989 -0.54201
C -2.28630 -2.66345 0.89881
C -2.19103 -4.07878 1.46449
C -3.02097 -5.12543 0.71830
C -4.51073 -4.80144 0.60926
C -5.20443 -4.66964 1.96016
H -2.41005 -3.14202 -1.23546
H -1.83465 -1.51291 -0.87679
H -0.76726 -2.87719 -0.61974
H -3.31495 -2.29217 0.98012
H -1.67261 -2.00535 1.52005
H -2.48090 -4.06288 2.51952
H -1.14216 -4.38942 1.44688
H -2.90344 -6.09138 1.22244
H -2.61566 -5.25896 -0.28846
H -5.00068 -5.58664 0.02554
H -4.64356 -3.87584 0.04190
H -5.09845 -5.58776 2.54398
H -6.27091 -4.46881 1.84185
H -4.77903 -3.85484 2.54794
C 6.37752 -6.32952 0.85389
C 5.23607 -6.57793 -0.12547
C 4.57230 -5.29466 -0.62525
C 3.94133 -4.42723 0.46527
C 2.88610 -5.12170 1.32176
C 1.67318 -5.58403 0.52227
H 6.02671 -5.81983 1.75214
H 6.84674 -7.26499 1.16505
H 7.14864 -5.70155 0.40044
H 4.48604 -7.21888 0.34775
H 5.61375 -7.13963 -0.98553
H 3.81382 -5.55909 -1.36812
H 5.31772 -4.69445 -1.15850
H 3.48052 -3.54904 0.00590
H 4.72302 -4.03130 1.11947
H 2.55527 -4.40795 2.07912
H 3.32448 -5.97092 1.85856
H 1.21384 -4.73325 0.01304
H 0.91755 -6.03118 1.17167
H 1.93883 -6.32727 -0.23407
C -9.01770 1.74963 3.03987
C -7.93077 2.78569 2.77811
C -6.81190 2.27892 1.86895
C -6.04529 1.06887 2.40604
C -5.41110 1.26976 3.78272
C -4.39608 2.40505 3.81052
H -8.61917 0.87111 3.54978
H -9.81445 2.15866 3.66339
H -9.46603 1.41104 2.10258
H -7.50973 3.12006 3.73092
H -8.37891 3.67210 2.32052
H -6.11225 3.09705 1.67848
H -7.23714 2.01568 0.89476
H -5.25587 0.81841 1.69035
H -6.70639 0.19804 2.44047
H -4.91607 0.33836 4.06908
H -6.18507 1.44406 4.53714
H -3.61443 2.23807 3.06635
H -3.90736 2.48543 4.78247
H -4.85622 3.37106 3.59343
C 5.22270 5.96394 -6.19358
C 6.11519 6.08692 -4.96415
C 6.66295 4.74766 -4.47210
C 5.59602 3.73260 -4.05638
C 4.63034 4.22162 -2.97835
C 5.30805 4.57928 -1.66194
H 4.33811 5.35975 -5.98739
H 4.87963 6.94221 -6.53382
H 5.76030 5.49134 -7.01945
H 5.55932 6.57583 -4.15904
H 6.95713 6.74672 -5.19231
H 7.33922 4.93036 -3.63241
H 7.27709 4.30403 -5.26316
H 6.09955 2.83004 -3.69558
H 5.02144 3.42333 -4.93385
H 3.89139 3.43900 -2.79533
H 4.06454 5.08326 -3.34601
H 5.85173 3.72104 -1.26015
H 4.57472 4.88139 -0.91332
H 6.01901 5.39989 -1.78066
```

***

Entry 5:
Formula: C55H55AsCsF5O3P2S5
Source: the Open Molecules 2025 dataset
Level of theory: ωB97M-V/def2-TZVPD

Results
ΔE to the lowest compared entry with this formula, charge and spin, kJ/mol: 188.2
Net charge: -2
Frontier orbital gap, eV: 6.53
Multiplicity: 1
HOMO, Ha: -0.11306

Structure (XYZ):
```
127
C55H55AsCsF5O3P2S5 (ωB97M-V/def2-TZVPD)
Cs 1.92813 -0.53306 -0.44111
C -2.05073 -0.38882 -3.29651
C -2.35459 -1.89404 -3.26613
S -1.25156 -2.78017 -2.16582
C -2.37672 -3.79925 -1.19725
C -3.41493 -3.05614 -0.34767
S -2.69319 -1.84580 0.77577
C -3.63317 -0.35501 0.38647
C -3.59415 0.15245 -1.05707
S -1.94801 0.49260 -1.72224
H -1.06418 -0.23424 -3.73969
H -2.77530 0.10607 -3.94833
H -3.38711 -2.08174 -2.96471
H -2.23916 -2.28185 -4.27998
H -2.88019 -4.51493 -1.85311
H -1.72062 -4.38120 -0.54834
H -4.14493 -2.55535 -0.98647
H -3.96522 -3.78947 0.24645
H -4.67500 -0.48213 0.69091
H -3.20188 0.40526 1.03923
H -4.07687 -0.55884 -1.72774
H -4.17688 1.07390 -1.09269
C 5.35009 -4.07064 2.90885
C 4.93529 -4.61240 1.70104
C 3.66698 -4.32601 1.20397
C 2.80161 -3.49469 1.90868
C 3.22747 -2.94170 3.11667
C 4.49139 -3.23314 3.61419
As 1.00031 -3.03510 1.19800
C 0.66161 -4.77936 0.36714
C 0.97842 -5.13220 -0.94077
C 0.58553 -6.38023 -1.41895
C -0.13071 -7.24850 -0.59790
C -0.47178 -6.88013 0.70130
C -0.07801 -5.63763 1.18914
C -0.42225 -5.06631 2.52531
C -1.13547 -5.70632 3.53484
C -1.40709 -5.03127 4.72085
C -0.98396 -3.71601 4.90056
C -0.27452 -3.06870 3.89464
C 0.01297 -3.75465 2.72247
H 6.33896 -4.28985 3.29405
H 5.59577 -5.25828 1.13494
H 3.36355 -4.75103 0.25685
H 2.57474 -2.27227 3.66298
H 4.80653 -2.79075 4.55160
H 1.49325 -4.42623 -1.58990
H 0.81899 -6.66335 -2.43863
H -0.44218 -8.21432 -0.97881
H -1.05457 -7.55608 1.31915
H -1.48023 -6.72684 3.40129
H -1.96069 -5.53107 5.50697
H -1.21616 -3.19028 5.81930
H 0.04433 -2.03716 4.00774
O 3.22381 0.49151 1.40497
C 2.46976 0.23656 2.38000
O 1.48221 -0.54644 2.37410
C 2.76584 0.93967 3.69009
C 1.72408 1.38880 4.49431
C 1.99627 2.05447 5.68420
C 3.31312 2.24613 6.09013
C 4.35729 1.78429 5.29364
C 4.08199 1.14859 4.08805
H 0.70336 1.21846 4.16925
H 1.17930 2.42651 6.29112
H 3.52496 2.75936 7.02038
H 5.38481 1.93368 5.60479
H 4.88045 0.80811 3.43824
C 4.74404 2.29212 -1.92669
C 3.51764 2.95462 -2.56668
P 1.97678 2.51127 -1.65753
C 0.66806 3.37096 -2.63186
C 0.92362 4.75861 -3.21622
C 2.12215 3.46790 -0.08946
C 2.74617 4.85954 -0.08522
H 5.66207 2.53701 -2.46505
H 4.64778 1.20392 -1.92004
H 4.87517 2.60358 -0.88639
H 3.39088 2.59698 -3.59188
H 3.64850 4.03762 -2.61747
H -0.20835 3.38262 -1.97565
H 0.41540 2.67595 -3.43755
H 1.17006 5.49299 -2.45034
H 0.03319 5.12485 -3.73585
H 1.74363 4.74576 -3.93860
H 2.67840 2.81249 0.58716
H 1.10488 3.49949 0.31631
H 3.75225 4.85607 -0.51352
H 2.83098 5.22519 0.94106
H 2.15384 5.58973 -0.63519
F 4.55738 -1.69995 -7.35917
C 3.95312 -1.81491 -6.15451
C 2.57862 -1.74754 -6.03801
F 1.83264 -1.57650 -7.14810
C 1.96557 -1.84888 -4.80536
F 0.61794 -1.77171 -4.76284
C 2.67395 -2.01987 -3.59089
O 2.10827 -2.08627 -2.43969
C 4.07676 -2.09054 -3.77162
F 4.84915 -2.26622 -2.67999
C 4.69501 -1.98803 -5.00251
F 6.03819 -2.05507 -5.09410
S -2.73906 5.83459 2.35402
P -3.10080 4.43454 0.99548
S -1.79043 3.00263 0.58524
C -3.57364 5.25137 -0.59305
C -4.48130 6.31438 -0.58859
C -4.85046 6.93855 -1.77330
C -4.30809 6.51594 -2.98637
C -3.40310 5.46419 -3.00095
C -3.04160 4.83288 -1.80819
C -4.67377 3.55820 1.41449
C -5.36391 2.86272 0.41931
C -6.49623 2.11437 0.71918
C -6.95333 2.04266 2.03269
C -6.27416 2.73146 3.03069
C -5.14433 3.48984 2.72164
H -4.87908 6.65811 0.35973
H -5.55478 7.76359 -1.75346
H -4.58991 7.00783 -3.91153
H -2.97551 5.12671 -3.93930
H -2.34610 4.00019 -1.80746
H -5.00145 2.90518 -0.60282
H -7.01657 1.57931 -0.06872
H -7.83286 1.45501 2.27305
H -6.62292 2.67811 4.05677
H -4.61148 4.03845 3.49013
```

***

Entry 6:
Formula: C28H37N3O5S
Source: the Open Molecules 2025 dataset
Level of theory: ωB97M-V/def2-TZVPD

Results
ΔE to the lowest compared entry with this formula, charge and spin, kJ/mol: 0.0
Frontier orbital gap, eV: 8.93
Multiplicity: 1
HOMO, Ha: -0.32462

Structure (XYZ):
```
74
C28H37N3O5S (ωB97M-V/def2-TZVPD)
C -8.40953 -0.21423 0.65308
H -8.85146 -0.47841 1.61084
H -8.16003 0.84494 0.67285
H -9.15313 -0.37560 -0.12381
C -7.16388 -1.05467 0.38739
C -6.55186 -0.70963 -0.97096
C -5.30542 -1.54843 -1.24632
H -5.59024 -2.59959 -1.31416
H -4.86243 -1.26000 -2.20162
C -4.26009 -1.40858 -0.13815
N -3.66431 -0.08526 -0.16512
C -2.34418 0.13046 -0.12746
O -1.53577 -0.78699 -0.07633
C -1.92398 1.59421 -0.17664
C -1.06144 1.94379 1.04460
C -0.54707 3.37921 0.92757
N 0.16540 3.53689 -0.31177
S 1.56572 4.42209 -0.35285
O 1.76693 4.86027 -1.70411
O 1.54446 5.40345 0.69523
C 2.82911 3.21229 0.04609
C 2.57497 1.89038 -0.16397
C 3.55485 0.92540 0.13281
C 3.34807 -0.47200 -0.02420
C 4.39054 -1.32744 0.23288
C 5.62280 -0.77278 0.67322
N 5.82798 0.50109 0.85613
C 4.82628 1.36521 0.59437
C 5.05285 2.74487 0.79043
C 4.06408 3.65501 0.53100
H 4.20430 4.71299 0.68528
H 6.02422 3.04889 1.14680
C 6.71786 -1.74622 0.95760
C 6.88981 -2.73441 -0.20484
C 5.55394 -3.24855 -0.78269
C 5.56512 -4.76713 -0.93266
H 4.63518 -5.11141 -1.37904
H 5.67913 -5.24678 0.03772
H 6.38774 -5.07987 -1.57166
C 4.35654 -2.81105 0.07698
H 3.42853 -3.12976 -0.39625
H 4.42324 -3.28639 1.06028
H 5.40736 -2.80920 -1.77470
H 7.45734 -2.24282 -0.99609
H 7.48736 -3.57677 0.14791
H 6.45203 -2.29749 1.86431
H 7.64648 -1.20991 1.14910
C 1.98933 -0.96337 -0.43119
O 1.76146 -1.59533 -1.43045
O 1.07347 -0.59770 0.45170
H 0.14192 -0.83685 0.18093
H 1.61863 1.59246 -0.55727
C -0.61072 3.28156 -1.49572
C -1.13856 1.84664 -1.47222
H -0.31093 1.13916 -1.53306
H -1.78284 1.68179 -2.33799
H 0.04106 3.45519 -2.35163
H -1.45760 3.98272 -1.55503
H 0.14459 3.61854 1.73491
H -1.39038 4.08509 0.97503
H -1.65055 1.83954 1.95766
H -0.21667 1.25807 1.10278
H -2.81305 2.23494 -0.17519
H -4.29956 0.69580 -0.19023
C -4.88075 -1.70192 1.23171
C -6.12124 -0.85027 1.48722
H -6.55040 -1.12047 2.45398
H -5.84674 0.20632 1.53744
H -5.15465 -2.75771 1.26476
H -4.13439 -1.52432 2.00817
H -3.43363 -2.10442 -0.31631
H -7.28489 -0.88913 -1.75990
H -6.30695 0.35552 -0.99652
H -7.45133 -2.11192 0.37734
```